ORCA calculation (ωB97M-V/def2-TZVPD) on C15H27IrN6OS2 as an isolated structure.

Structure (XYZ):
```
52
Properties=species:S:1:pos:R:3:nbo_charge:R:1
Ir -0.3784 -0.5568 0.6942 1.11
C 1.2261 -5.9293 0.0833 -0.75
S 2.1811 -4.9029 1.2287 0.45
C 1.4178 -3.3559 1.1547 -0.09
S -0.0656 -3.0880 0.3096 -0.07
N 2.0378 -2.4024 1.7934 -0.36
N 1.6420 -1.1629 1.7298 -0.20
C 2.2617 -0.2136 2.3601 0.04
C 1.8895 1.1480 2.0924 0.14
C 2.7084 2.2156 2.4791 -0.19
C 2.3601 3.5001 2.1046 -0.12
C 1.1925 3.6949 1.3780 -0.23
C 0.4151 2.5889 1.0665 0.07
N 0.7486 1.3512 1.4027 -0.50
H 1.5630 -6.9453 0.2657 0.26
H 1.4562 -5.6453 -0.9380 0.24
H 0.1622 -5.8461 0.2742 0.24
H 3.0955 -0.4259 3.0209 0.24
H 3.6120 2.0260 3.0378 0.25
H 2.9939 4.3332 2.3623 0.25
H 0.8885 4.6825 1.0693 0.26
H -0.5069 2.7094 0.5161 0.21
N -1.8269 -0.1824 2.5660 -0.77
C -3.0489 0.6129 2.3430 -0.23
C -4.0225 -0.0742 1.3893 -0.43
C -3.5693 -0.0656 -0.0677 -0.23
N -2.4648 -1.0023 -0.2933 -0.76
H -2.1092 -1.0926 2.9271 0.41
H -1.2754 0.2664 3.2951 0.41
H -2.7623 1.5835 1.9320 0.20
H -3.5597 0.7891 3.2976 0.23
H -4.9792 0.4446 1.4503 0.26
H -4.1870 -1.1046 1.7097 0.21
H -3.2426 0.9378 -0.3484 0.21
H -4.4274 -0.3251 -0.6998 0.22
H -2.2196 -1.0199 -1.2801 0.42
H -2.7722 -1.9390 -0.0431 0.40
C -0.8555 0.8036 -3.8813 -0.41
N 0.5025 1.0142 -3.4179 -0.37
C 1.4567 1.6759 -4.2758 -0.42
C 0.8420 0.5342 -2.2289 0.71
C 2.2719 0.6221 -1.7930 -0.71
O -0.0409 0.0122 -1.5104 -0.72
H -1.0405 1.3870 -4.7763 0.23
H -1.5652 1.0966 -3.1065 0.21
H -1.0146 -0.2517 -4.1107 0.22
H 0.9433 2.0908 -5.1374 0.24
H 2.2230 0.9863 -4.6342 0.22
H 1.9465 2.4924 -3.7441 0.22
H 2.9432 0.2556 -2.5670 0.26
H 2.4083 0.0221 -0.8946 0.24
H 2.5455 1.6548 -1.5849 0.25
```

The total charge is +2. The strongest force on any atom is 3.44 eV/A. As for the energy: -1891.703030 a.u. The highest occupied orbital energy (alpha / beta) is -13.76 / -13.76 eV.

ORCA calculation (ωB97M-V/def2-TZVPD) on C15H27N3NiO as an isolated structure.

Structure (XYZ):
```
47
Properties=species:S:1:pos:R:3:nbo_charge:R:1
Ni 0.7774 1.2501 -0.0168 1.06
N 2.2058 1.9115 -1.6200 -0.87
C 3.3567 1.0015 -1.6715 -0.23
C 3.6561 0.3781 -0.2782 -0.23
N 2.7421 0.8466 0.7655 -0.65
C 3.2385 1.9699 1.5657 -0.22
C 2.0931 2.5894 2.3496 -0.23
N 1.0596 3.0223 1.4077 -0.87
H 2.4660 2.8157 -1.2422 0.36
H 1.8319 2.0751 -2.5475 0.39
H 3.0975 0.1991 -2.3597 0.21
H 4.2496 1.4902 -2.0667 0.18
H 3.5461 -0.7023 -0.3474 0.22
H 4.6944 0.5790 0.0004 0.18
H 2.4855 0.0735 1.3684 0.40
H 4.0425 1.6647 2.2442 0.19
H 3.6603 2.7163 0.8845 0.18
H 1.6589 1.8227 2.9954 0.20
H 2.4686 3.3886 2.9937 0.19
H 0.1387 3.0866 1.8255 0.40
H 1.2699 3.9286 1.0060 0.37
C 0.2556 -0.6203 0.2620 -0.73
H 0.0112 -0.7676 1.3209 0.19
H 1.1098 -1.2743 0.0129 0.15
C -2.4357 -4.5851 -0.0619 -0.62
C -2.2998 -3.0902 -0.1573 -0.06
C -1.1538 -2.5064 -0.5089 -0.13
C -0.9486 -1.0105 -0.6111 -0.14
C -0.6339 -0.6961 -2.0907 -0.60
C -2.1873 -0.2402 -0.1643 -0.23
C -2.0943 1.1025 -0.0336 0.25
O -1.0193 1.8366 -0.1552 -0.82
C -3.4259 -0.9333 0.1453 0.07
C -4.6685 -0.1550 0.4936 -0.63
C -3.4751 -2.2768 0.1503 -0.30
H -1.5686 -5.0886 -0.4898 0.21
H -3.3297 -4.9268 -0.5900 0.21
H -2.5358 -4.9036 0.9798 0.21
H -0.2899 -3.1187 -0.7630 0.17
H 0.1549 -1.3623 -2.4587 0.19
H -0.3027 0.3376 -2.2048 0.20
H -1.5234 -0.8471 -2.7045 0.21
H -2.9994 1.6596 0.2150 0.14
H -4.4992 0.5169 1.3379 0.21
H -5.4748 -0.8376 0.7591 0.21
H -5.0025 0.4575 -0.3480 0.21
H -4.4026 -2.7777 0.4082 0.19
```

The total charge is 0. The strongest force on any atom is 1.25 eV/A. As for the energy: -2335.505186 a.u. The highest occupied orbital energy (alpha / beta) is -5.73 / -5.66 eV.

ORCA calculation (ωB97M-V/def2-TZVPD) on C15H27N3O3Pb as an isolated structure.

Structure (XYZ):
```
49
Properties=species:S:1:pos:R:3:nbo_charge:R:1
C -0.4134 -2.2090 -3.8717 -0.08
C -1.1313 -1.0971 -4.2538 -0.15
H -0.8574 -3.0454 -3.2613 0.24
H 0.7069 -2.3087 -3.9717 0.24
C -1.6219 0.1924 -3.9436 -0.01
C -1.6779 1.0627 -2.7664 -0.26
H -1.3646 0.3510 -1.8708 0.15
H -0.6560 1.5994 -2.6929 0.19
C -1.6372 -1.6789 -5.6085 -0.60
H -1.2972 -2.7534 -5.7625 0.26
H -1.2233 -1.0212 -6.4165 0.26
H -2.7581 -1.6071 -5.5817 0.26
C -2.3165 0.8675 -5.0931 -0.65
H -3.2793 0.3506 -5.3141 0.24
H -1.7379 0.7882 -6.0471 0.23
H -2.5330 1.9208 -4.8603 0.25
Pb 0.4025 0.9149 2.9004 1.63
O 1.0587 -0.2896 0.9027 -0.79
C 1.6884 -0.0553 -0.1793 0.67
O 2.1525 2.1054 1.9595 -0.75
C 2.4800 2.1895 0.7421 0.95
O 3.1508 3.2584 0.3034 -0.42
N 2.2278 1.2851 -0.3135 -0.48
C 3.4514 3.1021 -1.1148 -0.09
C 2.6569 1.9396 -1.5919 -0.24
H 4.5145 2.9109 -1.1879 0.22
H 3.2192 4.0541 -1.5686 0.23
H 3.2341 1.1980 -2.1426 0.25
H 1.7704 2.2786 -2.1536 0.21
C 1.9424 -1.2487 -1.0868 -0.59
C 0.8932 -2.0545 -0.8523 -0.18
H 1.6312 -0.6252 -2.0325 0.25
H -0.3143 -1.7798 -1.0002 0.17
H 0.7080 -3.1676 -1.3598 0.20
N 0.6790 -1.0901 4.5138 -0.91
C -0.4512 -1.7337 5.3086 -0.22
C -1.1414 -0.8054 6.2947 -0.45
C -1.4263 0.6360 5.8927 -0.23
N -1.8307 0.8032 4.4537 -0.91
H 1.3645 -0.7221 5.1790 0.39
H 1.2076 -1.8366 4.0402 0.41
H -1.1671 -2.1556 4.5912 0.20
H -0.0524 -2.6004 5.8696 0.23
H -2.0936 -1.2773 6.5781 0.24
H -0.5627 -0.7860 7.2277 0.24
H -2.2067 1.0519 6.5576 0.23
H -0.5442 1.2747 6.0512 0.19
H -2.3090 1.7056 4.3406 0.39
H -2.5354 0.1080 4.1928 0.39
```

The total charge is +2. The strongest force on any atom is 10.09 eV/A. As for the energy: -1169.634951 a.u. The highest occupied orbital energy (alpha / beta) is -13.89 / -12.44 eV.

ORCA calculation (ωB97M-V/def2-TZVPD) on an isolated ion of composition C15H27N4O4S and charge +1.

Structure (XYZ):
```
51
Properties=species:S:1:pos:R:3:nbo_charge:R:1
C 0.3146 -2.5185 -1.9856 -0.65
C 0.1001 -3.7924 -1.1510 0.09
O 1.2376 -4.6362 -1.1934 -0.73
C -0.2676 -3.5358 0.3008 -0.44
C 0.9023 -3.0626 1.1399 0.24
N 1.1487 -1.5878 0.9657 -0.62
C 1.1968 -0.7736 2.0446 0.71
N 1.3368 0.5367 1.8144 -0.62
C 1.5192 1.0491 0.4539 -0.23
C 0.2089 1.2037 -0.3486 -0.44
C -0.0123 2.5930 -0.9730 -0.42
C -0.5106 2.5653 -2.4044 -0.19
N -1.9502 2.4248 -2.5142 -0.34
C -2.8068 1.9293 -1.5678 -0.10
C -4.0951 1.9581 -2.0750 -0.28
C -4.0079 2.4926 -3.3803 -0.29
C -2.6768 2.7730 -3.6247 -0.07
S 1.3385 1.6400 3.1462 2.29
C 1.0208 3.2320 2.4510 -0.90
O 0.2538 1.2907 4.0015 -0.89
O 2.6658 1.5873 3.6690 -0.90
N 1.1075 -1.2796 3.2862 -0.56
C 1.5331 -2.7216 3.3041 0.09
O 0.6521 -3.3998 2.4830 -0.48
H 1.3748 -2.2846 -2.0158 0.23
H -0.2700 -1.6860 -1.5981 0.19
H -0.0468 -2.6862 -2.9936 0.24
H -0.7450 -4.3172 -1.5942 0.19
H 1.0701 -5.3370 -1.8232 0.49
H -0.5502 -4.4846 0.7505 0.26
H -1.1297 -2.8780 0.4000 0.22
H 1.7906 -3.5799 0.7811 0.21
H 0.4745 -1.2368 0.2927 0.43
H 2.0597 1.9869 0.4989 0.23
H 2.1824 0.3725 -0.0748 0.24
H -0.6358 0.8989 0.2660 0.22
H 0.2470 0.4909 -1.1719 0.22
H 0.9201 3.1555 -0.9649 0.22
H -0.7049 3.1575 -0.3529 0.23
H -0.0020 1.8043 -2.9949 0.20
H -0.2631 3.5253 -2.8524 0.22
H -2.5051 1.5869 -0.5971 0.19
H -4.9715 1.6313 -1.5498 0.23
H -4.8335 2.6548 -4.0471 0.23
H -2.2152 3.1872 -4.4998 0.22
H 1.9499 3.7850 2.3923 0.28
H 0.5056 3.2074 1.5006 0.26
H 0.3717 3.7067 3.1793 0.29
H 1.6799 -0.7604 3.9522 0.42
H 2.5629 -2.7961 2.9501 0.17
H 1.4744 -3.0723 4.3243 0.22
```

The total charge is +1. The strongest force on any atom is 2.10 eV/A. As for the energy: -1505.659002 a.u. The highest occupied orbital energy is -10.51 eV. The structure (SMILES) is C[C@@H](O)C[C@H]1NC(N(CCCCn2cccc2)S(C)(=O)=O)=[NH+]CO1.

ORCA calculation (ωB97M-V/def2-TZVPD) on a 4-piece molecular cluster, C15H27N4O6P overall.

Structure (XYZ):
```
53
Properties=species:S:1:pos:R:3:nbo_charge:R:1
N -4.1445 7.6839 -1.8567 -1.16
P -2.9754 6.3803 -1.8573 1.25
O -3.4521 5.4224 -3.1936 -1.00
C -3.3317 5.1489 -0.4400 -0.38
C -4.4989 5.3230 0.3080 -0.24
C -4.9440 4.0815 1.1698 0.49
O -6.0994 4.0167 1.6084 -0.50
C -4.2098 2.7061 1.0173 -0.25
C -2.9684 2.5753 0.3491 -0.24
C -2.4121 3.9523 -0.1274 0.49
O -1.1968 4.1787 -0.0264 -0.51
H -5.0340 7.4422 -1.3925 0.37
H -4.4657 7.9720 -2.7935 0.41
H -3.4993 4.4707 -3.0205 0.49
H -5.2352 6.1674 0.2475 0.23
H -4.6709 1.7132 1.3350 0.25
H -2.4127 1.6181 0.1789 0.28
C 2.0920 0.8455 2.8628 -0.41
N 0.7242 0.4067 2.6854 -0.62
C -0.3593 1.1460 2.3255 0.69
C -0.1577 2.6151 2.0686 -0.72
O -1.4555 0.6069 2.2201 -0.66
H 2.7270 0.2808 2.1765 0.20
H 2.3948 0.6249 3.8890 0.19
H 2.2102 1.9089 2.6718 0.22
H 0.5097 -0.5672 2.8399 0.39
H -1.1036 3.0644 1.7946 0.25
H 0.2090 3.1065 2.9728 0.22
H 0.5443 2.7595 1.2464 0.25
C 0.2934 -3.6515 -0.0280 -0.42
N 0.5077 -2.2222 -0.1082 -0.63
C 0.8182 -1.4733 -1.2047 0.68
C 0.9670 -2.1813 -2.5249 -0.73
O 0.9661 -0.2643 -1.0932 -0.63
H -0.7155 -3.8271 0.3521 0.20
H 1.0168 -4.0662 0.6785 0.18
H 0.4073 -4.1407 -0.9928 0.22
H 0.4243 -1.6765 0.7376 0.40
H 1.2132 -1.4528 -3.2965 0.25
H 1.7746 -2.9154 -2.4727 0.25
H 0.0293 -2.6700 -2.7973 0.23
C 4.0622 -5.1404 0.7749 -0.41
N 3.5879 -4.7490 -0.5354 -0.62
C 3.8065 -5.3621 -1.7306 0.68
C 4.6445 -6.6121 -1.7402 -0.72
O 3.3259 -4.8927 -2.7527 -0.63
H 3.1963 -5.3049 1.4207 0.19
H 4.6591 -4.3224 1.1844 0.20
H 4.6643 -6.0449 0.7410 0.22
H 3.0182 -3.9187 -0.6108 0.40
H 4.7269 -6.9810 -2.7619 0.25
H 5.6479 -6.3954 -1.3686 0.23
H 4.1736 -7.3856 -1.1303 0.23
```

The total charge is 0. The strongest force on any atom is 3.99 eV/A. As for the energy: -1599.537493 a.u. The highest occupied orbital energy is -8.63 eV. The structure (SMILES) is NP(O)C1=CC(=O)C=CC1=O.CNC(C)=O.CNC(C)=O.CNC(C)=O.

ORCA calculation (ωB97M-V/def2-TZVPD) on an isolated ion of composition C15H27N6O3 and charge +1.

Structure (XYZ):
```
51
Properties=species:S:1:pos:R:3:nbo_charge:R:1
C 2.8634 -0.5362 -3.3141 -0.41
N 1.4947 -0.2256 -2.7427 -0.58
C 0.8114 -1.2234 -2.1618 0.69
O 1.1979 -2.4301 -2.2052 -0.77
C -0.5252 -0.8748 -1.4492 -0.13
C -1.2483 -2.1337 -0.9103 -0.40
C -1.8160 -3.2102 -1.8963 -0.40
C -1.8408 -4.6837 -1.4133 -0.41
C -0.5236 -5.2029 -0.9366 -0.23
N 0.5425 -5.0256 -1.8826 -0.69
N -0.3236 0.0689 -0.2918 -0.60
C -0.0667 1.3651 -0.5013 0.69
O 0.0162 1.7583 -1.5891 -0.64
C 0.1554 2.2894 0.6401 -0.13
C -0.4758 3.7390 0.5097 -0.44
C -0.5511 4.6151 1.7399 0.06
C -1.5884 5.3342 2.2758 -0.09
N -1.1490 6.1692 3.2877 -0.43
C 0.1424 5.8134 3.4326 0.15
N 0.4190 4.7805 2.6254 -0.52
N -0.0530 1.7742 2.0023 -0.62
C 0.6924 1.0469 2.8231 0.67
C 0.6008 1.2666 4.2961 -0.69
O 1.4624 0.1256 2.4616 -0.65
H 3.1674 0.3560 -3.8245 0.22
H 3.5463 -0.6145 -2.4126 0.22
H 2.8332 -1.4291 -3.8619 0.22
H 0.9191 0.6076 -2.7917 0.45
H -1.1450 -0.3684 -2.1878 0.23
H -2.0285 -1.8486 -0.2256 0.23
H -0.5783 -2.5526 -0.1779 0.20
H -1.1486 -3.1810 -2.7073 0.19
H -2.8012 -2.9322 -2.2938 0.23
H -2.2164 -5.2640 -2.1766 0.22
H -2.5042 -4.6857 -0.5622 0.24
H -0.6544 -6.3123 -0.8867 0.23
H -0.2518 -4.7659 0.0583 0.24
H 0.8724 -4.0523 -1.9488 0.49
H 0.3347 -5.1539 -2.8404 0.43
H 1.4022 -5.5488 -1.6362 0.44
H -0.4229 -0.2504 0.6805 0.43
H 1.1887 2.5048 0.5623 0.23
H -1.3729 3.8000 0.0001 0.24
H 0.0294 4.4959 -0.1044 0.26
H -2.5659 5.3969 1.7360 0.21
H 0.8732 6.3216 4.0809 0.22
H 1.3083 4.4085 2.5692 0.40
H -0.6863 2.4205 2.3842 0.41
H 1.6302 1.5080 4.5732 0.25
H 0.0583 0.4072 4.7891 0.25
H -0.0243 2.1325 4.4046 0.20
```

The total charge is +1. The strongest force on any atom is 6.64 eV/A. As for the energy: -1141.793971 a.u. The highest occupied orbital energy is -10.74 eV. The structure (SMILES) is CNC(=O)[C@@H](CCCC[NH3+])NC(=O)[C@@H](Cc1cnc[nH]1)NC(C)=O.